--- A ---
Here is a cluster of 2 separate species, C8H14NS in total from OMol25. Energies are from wB97M-V/def2-TZVPD.

HOMO level = -12.62 eV
HOMO-LUMO gap = 8.51 eV
LUMO level = -4.1 eV
total charge = +1
spin multiplicity = 1

CARTESIAN COORDINATES (ANGSTROEM)
C  -0.6361  -1.4283  1.9447
C  -0.0240  -0.1246  1.9678
C  -0.1702  -2.1916  0.9131
C  0.6103  0.3045  0.8316
C  2.8441  1.3409  0.6344
C  -1.9847  -1.1918  -1.9474
C  1.3405  1.5577  0.5860
C  -1.4706  -0.0708  -1.2363
N  -1.0150  1.0004  -1.7293
S  0.6653  -1.2277  -0.2623
H  -1.0888  -1.7535  2.7730
H  -0.4431  0.5778  2.6330
H  -0.4442  -3.1510  0.5016
H  3.4360  2.2593  0.4337
H  3.2119  0.5336  -0.0841
H  2.9069  0.9565  1.6789
H  -2.9813  -0.8614  -2.2456
H  -1.5276  -1.4514  -2.9264
H  -2.1988  -2.1227  -1.4599
H  1.1072  1.9843  -0.3982
H  -1.8935  0.0424  -0.2239
H  -0.5973  1.6006  -1.0604
H  -0.7484  1.2651  -2.7217
H  1.1014  2.1519  1.3977

--- B ---
Here is the ion C8H14NS with charge +1 from OMol25. Energies are from wB97M-V/def2-TZVPD.

HOMO level = -12.68 eV
HOMO-LUMO gap = 9.78 eV
SMILES string = C[C@H](c1ccsc1)[NH+](C)C
LUMO level = -2.9 eV
total charge = +1
spin multiplicity = 1

CARTESIAN COORDINATES (ANGSTROEM)
C  1.6743  1.0186  -0.9119
C  0.5267  0.7995  0.0493
C  0.6090  -0.5025  0.7900
C  0.8346  -1.7933  0.2421
C  0.9312  -2.7490  1.2038
S  0.7569  -2.1181  2.7865
C  0.5496  -0.5432  2.1587
N  -0.8060  0.9982  -0.6560
C  -1.1474  -0.0882  -1.5885
C  -1.8978  1.1962  0.3130
H  1.5754  1.9545  -1.4594
H  2.6076  1.0586  -0.3543
H  1.7577  0.1937  -1.6138
H  0.5125  1.6086  0.9415
H  0.9462  -2.0111  -0.8053
H  1.0921  -3.7986  1.0698
H  0.4091  0.2800  2.8301
H  -0.7049  1.8566  -1.2083
H  -1.2529  -1.0166  -1.0333
H  -2.0873  0.1336  -2.0910
H  -0.3743  -0.2024  -2.3437
H  -2.8439  1.3375  -0.2056
H  -1.9671  0.3182  0.9538
H  -1.7013  2.0692  0.9325

Result of the stability comparison: B is the most stable of them.

--- A ---
Here is a structure of composition C32H30CaCl4N10O2S4 from OMol25. Energies are from wB97M-V/def2-TZVPD.

HOMO level = -7.37 eV
HOMO-LUMO gap = 6.74 eV
LUMO level = -0.6 eV
total charge = 0
spin multiplicity = 1

CARTESIAN COORDINATES (ANGSTROEM)
Ca  -0.9229  -0.1682  -0.5436
N  1.8259  0.3049  -4.3287
C  0.8426  -0.0270  -3.4750
N  0.9928  -0.2662  -2.2191
C  2.2694  -0.1623  -1.6642
N  2.5132  -0.3906  -0.4197
N  1.3731  -0.6996  0.2908
C  1.5653  -1.0638  1.4923
C  0.4090  -1.5046  2.2870
C  0.5741  -1.9207  3.5974
C  -0.5282  -2.3976  4.2901
C  -1.7462  -2.4488  3.6416
C  -1.8243  -1.9962  2.3307
N  -0.7777  -1.5293  1.6597
C  3.3882  0.2185  -2.5329
C  4.6901  0.3725  -2.0522
C  5.7082  0.7388  -2.9067
C  5.4411  0.9583  -4.2589
C  4.1614  0.8169  -4.7523
C  3.1381  0.4494  -3.8826
H  1.6010  0.4833  -5.2927
H  -0.1510  -0.0848  -3.9058
H  2.5659  -1.0937  1.9205
H  1.5508  -1.8656  4.0599
H  -0.4358  -2.7169  5.3194
H  -2.6353  -2.8128  4.1377
H  -2.7667  -1.9907  1.7965
H  4.8667  0.1992  -0.9996
H  6.7154  0.8574  -2.5310
H  6.2415  1.2450  -4.9281
H  3.9467  0.9900  -5.7999
Cl  -2.1093  -1.9872  -2.7806
C  -3.1446  -2.9213  -1.7078
C  -3.2373  -4.2764  -1.9615
C  -4.0159  -5.0696  -1.1355
C  -4.6799  -4.4845  -0.0702
C  -4.5725  -3.1227  0.1528
Cl  -5.4349  -2.4715  1.5166
C  -3.8095  -2.2596  -0.6595
S  -3.7023  -0.5471  -0.3904
H  -2.7117  -4.7026  -2.8057
H  -4.1016  -6.1316  -1.3187
H  -5.2896  -5.0775  0.5974
Cl  0.6160  -3.5153  -0.9475
C  0.7263  -4.1818  -2.5752
Cl  1.9478  -3.3506  -3.5593
H  -0.2334  -4.0505  -3.0593
H  1.0103  -5.2242  -2.5044
N  4.8622  1.9154  3.6099
C  3.6949  2.0554  2.8699
C  3.7460  2.4911  1.5439
C  2.5825  2.6754  0.8201
C  1.3559  2.4235  1.4156
C  1.2850  1.9952  2.7357
C  2.4494  1.8140  3.4570
S  -0.1581  2.6749  0.5627
O  -0.6715  3.9941  0.8509
O  -1.0612  1.5936  1.0199
N  0.2408  2.4086  -0.9400
C  -0.7839  2.5751  -1.8371
S  -1.2159  4.0938  -2.5515
C  -2.4714  3.3172  -3.4338
C  -2.4804  1.9933  -3.1543
N  -1.5268  1.5776  -2.2577
H  5.7054  1.7634  3.0825
H  4.7980  1.3356  4.4298
H  4.7064  2.6875  1.0811
H  2.6209  2.9994  -0.2114
H  0.3261  1.7875  3.2012
H  2.3923  1.4891  4.4900
H  -3.1342  3.8583  -4.0880
H  -3.1818  1.2702  -3.5444
C  -3.6241  3.2720  1.8785
N  -2.8409  2.8778  3.0310
C  -2.8182  1.6422  3.5374
N  -3.6781  0.7545  2.9934
S  -1.8118  1.2231  4.8278
H  -3.3834  4.3026  1.6370
H  -4.6921  3.1889  2.0904
H  -3.3751  2.6656  1.0037
H  -2.1287  3.4984  3.3734
H  -4.0005  0.8570  2.0409
H  -3.5779  -0.1918  3.3127

--- B ---
Here is a structure of composition C32H30CaCl4N10O2S4 from OMol25. Energies are from wB97M-V/def2-TZVPD.

HOMO level = -7.12 eV
HOMO-LUMO gap = 6.75 eV
LUMO level = -0.4 eV
total charge = 0
spin multiplicity = 1

CARTESIAN COORDINATES (ANGSTROEM)
Ca  0.0004  0.8569  -0.2201
N  0.4278  -2.1423  -4.0504
C  0.5015  -1.0696  -3.2462
N  -0.4479  -0.6464  -2.4770
C  -1.6229  -1.3795  -2.4249
N  -2.6293  -1.0285  -1.6889
N  -2.3688  0.0433  -0.8792
C  -3.3819  0.7200  -0.5166
C  -3.2311  1.8490  0.4050
C  -4.3592  2.4330  0.9635
C  -4.1995  3.4326  1.9079
C  -2.9181  3.8075  2.2647
C  -1.8431  3.1879  1.6404
N  -1.9864  2.2443  0.7147
C  -1.7528  -2.5956  -3.2309
C  -2.8903  -3.4036  -3.2028
C  -2.9536  -4.5463  -3.9719
C  -1.8767  -4.9022  -4.7847
C  -0.7447  -4.1166  -4.8284
C  -0.6875  -2.9643  -4.0477
H  1.2425  -2.3979  -4.5867
H  1.4413  -0.5206  -3.2460
H  -4.3823  0.4812  -0.8813
H  -5.3411  2.0866  0.6706
H  -5.0622  3.8996  2.3641
H  -2.7340  4.5684  3.0091
H  -0.8284  3.4622  1.8931
H  -3.7107  -3.1096  -2.5650
H  -3.8368  -5.1689  -3.9462
H  -1.9269  -5.8007  -5.3846
H  0.0961  -4.3856  -5.4556
Cl  -0.5186  2.9320  -2.2379
C  0.8040  2.9730  -3.3817
C  0.5844  3.7484  -4.5074
C  1.5669  3.8550  -5.4729
C  2.7614  3.1777  -5.2972
C  2.9567  2.4087  -4.1646
Cl  4.4810  1.5837  -4.0294
C  1.9950  2.2671  -3.1413
S  2.3290  1.2632  -1.7521
H  -0.3585  4.2649  -4.6138
H  1.4036  4.4601  -6.3532
H  3.5510  3.2366  -6.0321
Cl  -2.7014  -0.1005  3.1175
C  -2.3206  0.4252  4.7613
Cl  -1.0276  1.6318  4.7903
H  -1.9838  -0.4428  5.3196
H  -3.2100  0.8683  5.1959
N  -1.4676  -4.0557  6.1025
C  -0.8605  -3.3007  5.1084
C  -1.1539  -3.5307  3.7633
C  -0.5133  -2.8101  2.7719
C  0.4341  -1.8575  3.1104
C  0.7434  -1.6243  4.4432
C  0.0968  -2.3350  5.4370
S  1.2556  -0.8939  1.8748
O  2.6680  -0.9875  2.1334
O  0.6854  0.4567  1.9553
N  0.7694  -1.4304  0.4647
C  1.3073  -2.5821  -0.0450
S  2.7090  -3.4325  0.5942
C  2.4980  -4.6376  -0.6170
C  1.4466  -4.3168  -1.4015
N  0.7733  -3.1699  -1.0817
H  -2.3430  -4.4895  5.8595
H  -1.4564  -3.6653  7.0306
H  -1.8874  -4.2810  3.4948
H  -0.7566  -2.9819  1.7322
H  1.4920  -0.8877  4.7005
H  0.3447  -2.1588  6.4771
H  3.1559  -5.4844  -0.6989
H  1.1027  -4.9060  -2.2400
C  4.8492  4.9488  2.3490
N  3.4389  4.8724  2.0457
C  2.9011  4.1292  1.0553
N  3.7325  3.3625  0.3478
S  1.2450  4.2207  0.7399
H  4.9990  5.6894  3.1302
H  5.4289  5.2554  1.4746
H  5.2344  3.9929  2.7140
H  2.7859  5.4637  2.5310
H  4.6879  3.2270  0.6216
H  3.3482  2.7541  -0.3779

Result of the stability comparison: A is the most stable of them.

--- A ---
Here is a cluster of 3 separate species, C3H11NO3 in total from OMol25. Energies are from wB97M-V/def2-TZVPD.

HOMO level = -9.76 eV
HOMO-LUMO gap = 10.57 eV
SMILES string = CNCC=O.O.O
LUMO level = 0.8 eV
total charge = 0
spin multiplicity = 1

CARTESIAN COORDINATES (ANGSTROEM)
C  0.0910  1.7692  0.9397
N  -0.2513  0.5165  0.2312
C  0.9587  -0.2463  0.0557
C  0.7487  -1.6337  -0.5447
O  -0.1964  -1.8894  -1.2765
H  -0.8406  2.3749  1.0432
H  0.7729  2.5441  0.4631
H  0.6731  1.5246  1.7941
H  -0.5185  0.6609  -0.7051
H  1.7225  0.1242  -0.6456
H  1.4907  -0.5452  1.0245
H  1.4397  -2.4477  -0.4228
O  -0.7965  0.4032  -2.6811
H  -1.4534  0.3365  -3.4580
H  -0.4519  -0.4972  -2.5975
O  -0.9899  -1.3712  2.2218
H  -1.4022  -0.9933  3.0072
H  -0.9967  -0.6303  1.5508

--- B ---
Here is a cluster of 2 separate species, C3H11NO3 in total from OMol25. Energies are from wB97M-V/def2-TZVPD.

HOMO level = -9.39 eV
HOMO-LUMO gap = 10.17 eV
SMILES string = NC(CO)CO.O
LUMO level = 0.8 eV
total charge = 0
spin multiplicity = 1

CARTESIAN COORDINATES (ANGSTROEM)
N  1.7858  0.4681  0.3386
C  0.6894  -0.4127  0.7590
C  1.2753  -1.4237  1.7676
O  1.6968  -0.8510  2.9557
C  -0.0818  -0.9782  -0.4117
O  -0.8242  -0.0241  -1.0913
H  2.1475  0.9629  1.1401
H  1.4530  1.2086  -0.2554
H  -0.0029  0.1388  1.4322
H  0.5414  -2.2466  1.8000
H  2.1736  -1.8464  1.3037
H  0.9879  -0.4603  3.4545
H  0.5293  -1.6143  -1.0681
H  -0.8136  -1.6810  0.0044
H  -0.3774  0.7117  -1.5026
O  -3.5181  2.8069  -3.2116
H  -4.0633  2.0486  -3.3455
H  -3.5984  3.1925  -4.0696

--- C ---
Here is a cluster of 3 separate species, C3H11NO3 in total from OMol25. Energies are from wB97M-V/def2-TZVPD.

HOMO level = -9.43 eV
HOMO-LUMO gap = 10.21 eV
SMILES string = CN(C)C=O.O.O
LUMO level = 0.8 eV
total charge = 0
spin multiplicity = 1

CARTESIAN COORDINATES (ANGSTROEM)
C  -0.2203  2.6224  -1.4398
N  0.4866  3.0925  -0.2767
C  0.6409  4.5237  -0.1626
C  0.7736  2.2240  0.7184
O  0.8308  1.0202  0.6139
H  0.1976  2.9598  -2.3909
H  -1.2516  3.0165  -1.4216
H  -0.3412  1.5495  -1.4654
H  0.9144  4.8793  -1.1528
H  1.4753  4.7271  0.4853
H  -0.2647  5.0135  0.2017
H  0.9768  2.6949  1.6850
O  0.8336  -7.0167  0.4852
H  0.7445  -6.3405  -0.1865
H  1.5503  -6.8070  1.0842
O  -2.2445  -6.3417  0.9990
H  -1.9399  -5.5660  1.4810
H  -3.1620  -6.2515  0.7426

Result of the stability comparison: C is the most stable of them.

--- A ---
Here is a cluster of 3 separate species, C3H11NO3 in total from OMol25. Energies are from wB97M-V/def2-TZVPD.

HOMO level = -9.36 eV
HOMO-LUMO gap = 10.23 eV
SMILES string = CNCC=O.O.O
LUMO level = 0.9 eV
total charge = 0
spin multiplicity = 1

CARTESIAN COORDINATES (ANGSTROEM)
C  0.5258  2.0691  -0.1938
N  -0.8212  2.4393  0.2918
C  -1.2408  1.6557  1.4641
C  -1.6752  0.2600  1.0693
O  -1.5568  -0.6710  1.8209
H  0.9075  1.2096  0.3536
H  1.2217  2.9078  -0.0974
H  0.4751  1.8099  -1.2589
H  -0.7630  3.3962  0.6064
H  -0.4570  1.4933  2.2165
H  -2.0853  2.1867  1.9066
H  -2.0682  0.0881  0.0577
O  5.4242  -3.1586  0.5059
H  5.4801  -3.3332  1.4547
H  5.6648  -2.2327  0.3740
O  -2.9305  -3.0076  -3.4141
H  -3.7612  -3.3417  -3.7640
H  -2.3397  -3.7709  -3.3931

--- B ---
Here is a cluster of 3 separate species, C3H11NO3 in total from OMol25. Energies are from wB97M-V/def2-TZVPD.

HOMO level = -9.61 eV
HOMO-LUMO gap = 10.20 eV
SMILES string = NCCC=O.O.O
LUMO level = 0.6 eV
total charge = 0
spin multiplicity = 1

CARTESIAN COORDINATES (ANGSTROEM)
N  -1.2315  1.1249  2.5898
C  -0.0387  0.3762  2.2018
C  0.1457  0.2229  0.6605
C  -0.0379  1.4300  -0.1948
O  -0.3620  1.3373  -1.3646
H  -2.0778  0.5696  2.4907
H  -1.3809  1.9737  2.0688
H  0.8177  0.8458  2.6849
H  -0.1514  -0.6467  2.5568
H  -0.6262  -0.5183  0.4123
H  1.0408  -0.3733  0.4504
H  0.1081  2.4216  0.2740
O  -0.1552  -0.6986  -3.5036
H  -0.3365  -0.1360  -2.7371
H  0.8000  -0.6055  -3.5520
O  1.4544  -2.7836  0.0503
H  1.9477  -3.1076  -0.7061
H  0.5583  -3.0591  -0.1666

Result of the stability comparison: B is the most stable of them.

--- A ---
Here is an isolated molecule of C8H13N3O6 from OMol25. Energies are from wB97M-V/def2-TZVPD.

HOMO level = -9.72 eV
HOMO-LUMO gap = 9.74 eV
SMILES string = NC(=O)C[C@H](N)C(=O)N[C@@H](CC(=O)O)C(=O)O
LUMO level = 0.0 eV
total charge = 0
spin multiplicity = 1

CARTESIAN COORDINATES (ANGSTROEM)
N  -1.9940  -1.4830  1.0950
C  -2.4254  -1.2598  -0.1580
O  -2.9544  -2.1065  -0.8449
C  -2.2190  0.2343  -0.5667
C  -1.3929  1.1942  0.4081
N  -2.4134  2.1211  0.8763
C  -0.3023  2.0399  -0.1625
O  -0.5414  3.1413  -0.5797
N  0.9947  1.5896  -0.4182
C  1.7405  0.3877  -0.0363
C  1.6615  -0.7160  -1.0134
C  1.5286  -2.0483  -0.1762
O  2.5454  -2.7257  0.2465
O  0.2630  -2.4810  -0.0465
C  3.1974  0.8030  0.1902
O  3.5946  1.8947  0.1370
O  4.0782  -0.2392  0.4056
H  -1.3145  -2.3223  1.3950
H  -2.5724  -1.3186  1.9124
H  -3.1615  0.6472  -0.5051
H  -1.8947  0.3137  -1.6265
H  -1.0411  0.5946  1.2621
H  -3.1183  2.0621  0.1263
H  -2.1557  3.0941  0.9470
H  1.6344  2.2923  -0.6871
H  1.2777  0.2259  0.9003
H  0.6669  -0.5593  -1.4777
H  2.3421  -0.8585  -1.7843
H  0.3332  -3.4059  0.1285
H  3.6427  -1.1116  0.0529

--- B ---
Here is an isolated molecule of C8H13N3O6 from OMol25. Energies are from wB97M-V/def2-TZVPD.

HOMO level = -9.82 eV
HOMO-LUMO gap = 10.13 eV
SMILES string = NC(=O)C[C@H](NC(=O)[C@@H](N)CC(=O)O)C(=O)O
LUMO level = 0.3 eV
total charge = 0
spin multiplicity = 1

CARTESIAN COORDINATES (ANGSTROEM)
N  -4.7803  -0.5466  0.7077
C  -3.6917  -0.2815  -0.1618
O  -3.8344  0.1110  -1.2799
C  -2.3366  -0.4260  0.5454
C  -1.3705  0.2523  -0.4515
N  -0.0027  -0.1462  -0.6022
C  0.7794  -0.3646  0.4422
O  0.4952  -0.0209  1.5563
C  2.0483  -1.2402  0.1554
N  2.1442  -1.7114  -1.2087
C  3.2626  -0.4327  0.7128
C  3.4469  0.8799  0.1415
O  4.5615  1.2620  -0.1855
O  2.3347  1.6784  0.0799
C  -1.4649  1.8807  -0.1007
O  -2.4673  2.3067  0.4807
O  -0.4165  2.5877  -0.5140
H  -5.6962  -0.4278  0.3044
H  -4.5180  -1.1344  1.4648
H  -2.1691  -1.4909  0.7753
H  -2.3641  0.1597  1.4886
H  -1.8184  0.2352  -1.3837
H  0.1617  -0.8113  -1.3503
H  2.0227  -2.0964  0.7606
H  2.2515  -0.9834  -1.9574
H  2.9704  -2.3207  -1.3278
H  4.2436  -0.9288  0.3710
H  3.1593  -0.4014  1.7254
H  2.8026  2.4771  -0.2603
H  0.2459  1.9347  -0.9279

Result of the stability comparison: B is the most stable of them.